# 1
The following is a DFT calculation (ωB97M-V/def2-TZVPD) of a molecular structure, C34H51IrNP3 in a non-equilibrium geometry.

Charge: +3
LUMO (spin up / spin down): -0.428 / -0.427 Ha
⟨S²⟩: 0.92
E: -2508.4400 Eh
Spin multiplicity: 2
HOMO-LUMO gap (spin up / spin down): 4.841 / 4.848 eV
E_HOMO (spin up / spin down): -16.484 / -16.475 eV

CARTESIAN COORDINATES (ANGSTROEM)
Ir 0.06 0.45 0.81
C -1.32 -3.97 -0.31
C -0.66 -2.87 0.51
C 0.77 -2.61 0.03
P -1.57 -1.27 0.50
C -2.93 -1.28 1.72
C -3.61 0.09 1.64
C -3.97 -2.40 1.64
C -2.25 -1.01 -1.15
C -3.37 -1.60 -1.66
C -3.83 -1.29 -2.96
C -5.02 -1.98 -3.53
C -3.15 -0.31 -3.70
C -2.00 0.27 -3.23
C -1.48 -0.12 -1.96
N -0.30 0.34 -1.48
C 0.73 0.70 -2.31
C 0.92 0.11 -3.59
C 1.89 0.60 -4.42
C 2.71 1.68 -4.03
C 3.70 2.27 -4.98
C 2.60 2.16 -2.71
C 1.66 1.67 -1.84
P 1.52 2.12 -0.10
C 3.25 2.48 0.42
C 4.07 1.19 0.36
C 3.36 3.16 1.78
C 0.56 3.68 0.01
C 1.15 4.80 -0.85
C -0.91 3.40 -0.33
H -0.72 -4.88 -0.22
H -1.36 -3.71 -1.37
H -2.33 -4.21 0.03
H -0.64 -3.15 1.57
H 0.79 -2.37 -1.04
H 1.39 -3.49 0.18
H 1.25 -1.78 0.57
H -2.39 -1.37 2.67
H -4.17 0.19 0.71
H -2.90 0.91 1.69
H -4.31 0.20 2.47
H -4.64 -2.27 0.79
H -4.58 -2.36 2.54
H -3.52 -3.39 1.59
H -3.92 -2.33 -1.09
H -5.57 -2.55 -2.79
H -4.70 -2.67 -4.32
H -5.69 -1.27 -4.02
H -3.54 -0.01 -4.67
H -1.49 1.03 -3.80
H 0.30 -0.71 -3.90
H 2.03 0.16 -5.40
H 3.37 2.17 -6.01
H 4.65 1.72 -4.90
H 3.91 3.31 -4.75
H 3.28 2.94 -2.40
H 3.62 3.18 -0.34
H 3.71 0.47 1.10
H 5.11 1.41 0.58
H 4.03 0.71 -0.62
H 3.16 2.45 2.58
H 2.70 4.02 1.88
H 4.38 3.51 1.91
H 0.63 3.96 1.07
H 1.11 4.54 -1.91
H 2.18 5.04 -0.58
H 0.56 5.71 -0.71
H -1.03 3.19 -1.40
H -1.52 4.28 -0.10
H -1.31 2.55 0.23
C 0.52 2.39 3.72
P 0.17 0.73 3.12
C 1.61 -0.24 3.62
C -1.18 0.21 4.18
C -1.04 -0.88 5.04
C -2.01 -1.13 6.01
C -3.13 -0.32 6.09
C -3.29 0.75 5.21
C -2.32 1.01 4.26
H -0.35 3.03 3.63
H 1.35 2.84 3.18
H 0.78 2.30 4.78
H 1.79 -0.10 4.69
H 2.49 0.10 3.07
H 1.47 -1.30 3.42
H -0.18 -1.53 4.99
H -1.87 -1.94 6.71
H -3.89 -0.52 6.84
H -4.16 1.39 5.29
H -2.44 1.86 3.60

---

# 2
The following is a DFT calculation (ωB97M-V/def2-TZVPD) of 4 unconnected molecules or ions with the total composition C3H14O3S2 in a non-equilibrium geometry.

Charge: 0
LUMO: 0.012 Ha
SMILES: CCSSC.O.O.O
E: -1144.7705 Eh
HOMO-LUMO gap: 8.800 eV
E_HOMO: -8.485 eV

CARTESIAN COORDINATES (ANGSTROEM)
C 1.52 0.32 -1.17
C 1.80 -1.10 -0.69
S 1.74 -1.31 1.10
S -0.08 -2.10 1.61
C -1.23 -0.73 1.60
H 0.73 0.45 -1.91
H 2.43 0.80 -1.55
H 1.17 0.97 -0.36
H 1.05 -1.78 -1.11
H 2.78 -1.43 -1.02
H -2.00 -0.84 0.82
H -1.88 -0.83 2.47
H -0.82 0.26 1.51
H 0.24 2.39 2.22
H -1.02 3.17 1.76
O -0.66 2.29 1.92
H -0.46 3.00 -1.08
H -1.19 2.30 0.11
O -1.28 2.59 -0.81
H -1.39 -2.59 -1.20
H -0.78 -2.75 -2.57
O -0.67 -3.06 -1.66

---

# 3
The following is a DFT calculation (ωB97M-V/def2-TZVPD) of a molecular structure, C5H6NO2 in a non-equilibrium geometry.

Charge: -1
LUMO: 0.150 Ha
E: -399.2957 Eh
HOMO-LUMO gap: 7.240 eV
E_HOMO: -3.153 eV

CARTESIAN COORDINATES (ANGSTROEM)
C 0.40 0.28 0.71
C -1.09 2.61 -0.63
C 1.19 -0.68 1.35
C 0.77 -0.82 -0.14
C 0.01 -1.94 -0.67
N -0.21 1.42 0.50
O -1.48 3.41 0.12
O -1.14 2.26 -1.76
H 0.95 -1.35 2.19
H 1.65 -0.69 -0.72
H -0.22 -1.79 -1.82
H -1.07 -1.88 -0.17
H 0.45 -2.93 -0.33
H -0.20 2.09 1.37

---

# 4
The following is a DFT calculation (ωB97M-V/def2-TZVPD) of 5 unconnected molecules or ions with the total composition C21H28O15S in a non-equilibrium geometry.

Charge: 0
LUMO: -0.018 Ha
SMILES: CC1=C(S)C(=O)OC1=O.C[C@@H]1COC(=O)O1.C[C@@H]1COC(=O)O1.C[C@@H]1COC(=O)O1.C[C@@H]1COC(=O)O1
E: -2343.8796 Eh
HOMO-LUMO gap: 8.931 eV
E_HOMO: -9.426 eV

CARTESIAN COORDINATES (ANGSTROEM)
C 0.60 0.27 -0.58
C 1.33 0.45 -1.83
C 1.61 1.56 -2.48
S 1.22 3.23 -2.10
C 2.38 1.24 -3.71
O 2.74 1.98 -4.57
O 2.62 -0.12 -3.69
C 1.95 -0.65 -2.63
O 1.91 -1.82 -2.40
H -0.18 -0.46 -0.75
H 1.23 -0.14 0.18
H 0.14 1.19 -0.28
H 2.47 3.69 -1.88
C -5.08 -1.67 0.20
C -4.46 -1.36 -1.14
C -3.13 -2.03 -1.38
O -2.49 -1.10 -2.27
C -3.01 0.13 -2.02
O -2.56 1.14 -2.44
O -4.10 0.03 -1.23
H -5.33 -2.73 0.28
H -4.39 -1.41 1.00
H -5.99 -1.09 0.35
H -5.17 -1.57 -1.95
H -3.22 -3.01 -1.85
H -2.54 -2.12 -0.47
C 3.82 8.08 -0.49
C 2.65 7.17 -0.21
C 1.83 7.52 1.00
O 1.31 6.24 1.41
C 2.19 5.30 0.99
O 2.16 4.16 1.31
O 3.10 5.84 0.14
H 3.47 9.08 -0.72
H 4.48 8.13 0.38
H 4.41 7.71 -1.32
H 2.02 7.08 -1.10
H 1.01 8.21 0.78
H 2.43 7.93 1.82
C 3.37 -4.72 -3.21
C 3.51 -5.56 -1.97
C 4.80 -6.33 -1.86
O 4.41 -7.46 -1.07
C 3.09 -7.67 -1.27
O 2.49 -8.63 -0.91
O 2.54 -6.63 -1.94
H 4.11 -3.93 -3.24
H 3.47 -5.34 -4.11
H 2.38 -4.26 -3.25
H 3.35 -4.94 -1.08
H 5.60 -5.78 -1.37
H 5.16 -6.70 -2.83
C -4.56 -1.07 6.43
C -3.66 -0.60 5.31
C -4.29 0.36 4.33
O -3.56 0.09 3.13
C -3.11 -1.19 3.20
O -2.63 -1.78 2.29
O -3.29 -1.69 4.44
H -4.85 -0.23 7.06
H -5.46 -1.54 6.02
H -4.05 -1.81 7.04
H -2.73 -0.18 5.72
H -4.19 1.40 4.61
H -5.35 0.13 4.15

---

# 5
The following is a DFT calculation (ωB97M-V/def2-TZVPD) of a molecular structure, C33H35AuCl2N3O5SSi in a non-equilibrium geometry.

Charge: -1
LUMO: 0.027 Ha
E: -3562.8035 Eh
HOMO-LUMO gap: 6.233 eV
E_HOMO: -5.493 eV

CARTESIAN COORDINATES (ANGSTROEM)
Au -0.18 0.41 0.32
N -1.61 -3.17 2.53
C -1.05 -2.06 1.98
O -0.62 -2.10 0.85
C -1.01 -0.83 2.86
C 0.10 0.09 2.44
H -1.72 -3.98 1.95
H -2.12 -3.13 3.40
H -0.92 -1.14 3.91
H -1.96 -0.30 2.71
H 1.08 -0.34 2.59
H 0.04 1.07 2.89
Cl 3.64 -4.80 1.29
C 2.11 -4.90 0.47
C 1.51 -6.15 0.42
C 0.37 -6.33 -0.34
C -0.11 -5.29 -1.11
C 0.48 -4.05 -1.05
Cl -0.11 -2.76 -2.05
C 1.56 -3.78 -0.18
N 2.05 -2.51 -0.05
C 2.51 -1.96 1.15
C 2.22 -2.58 2.37
C 2.76 -2.14 3.55
C 3.60 -1.04 3.55
C 3.83 -0.37 2.37
C 3.29 -0.79 1.16
C 3.52 0.06 -0.05
C 3.04 1.53 0.25
O 3.87 2.33 0.63
O 1.82 1.78 0.02
H 1.95 -6.96 0.98
H -0.11 -7.30 -0.36
H -0.96 -5.44 -1.77
H 1.63 -1.84 -0.69
H 1.54 -3.42 2.37
H 2.53 -2.65 4.48
H 4.06 -0.69 4.47
H 4.45 0.52 2.36
H 2.98 -0.29 -0.92
H 4.59 0.13 -0.27
C -5.27 1.76 1.35
C -4.30 2.86 1.77
C -5.00 4.20 1.66
C -3.89 2.63 3.22
Si -2.72 2.74 0.64
O -2.14 1.30 0.89
C -1.46 4.10 1.07
C -1.09 5.13 0.22
C -0.07 6.01 0.56
C 0.61 5.86 1.76
C 0.25 4.83 2.61
C -0.77 3.97 2.27
C -3.21 2.95 -1.19
C -3.73 4.11 -1.75
C -4.00 4.19 -3.11
C -3.76 3.10 -3.93
C -3.26 1.93 -3.39
C -2.99 1.87 -2.03
H -6.14 1.71 2.01
H -4.77 0.79 1.37
H -5.63 1.93 0.34
H -5.88 4.24 2.31
H -5.34 4.38 0.64
H -4.33 5.01 1.94
H -4.76 2.52 3.87
H -3.30 3.48 3.58
H -3.28 1.73 3.30
H -1.59 5.25 -0.73
H 0.21 6.80 -0.13
H 1.43 6.52 2.01
H 0.79 4.69 3.54
H -1.03 3.16 2.93
H -3.94 4.97 -1.13
H -4.37 5.11 -3.53
H -3.99 3.16 -4.99
H -3.07 1.07 -4.01
H -2.60 0.96 -1.60
O 1.22 1.60 -3.48
S 0.71 1.65 -2.11
N 0.34 0.26 -1.63